Formula: C21H30B2Br60O4P
Source: the OMol25 dataset
Level of theory: the ωB97M-V functional and the def2-TZVPD basis

Results
Highest occupied orbital energy (eV): -3.15
LUMO level (eV): 0.88
Net charge: -1
HOMO-LUMO gap (eV): 4.02
Calculated total energy (Ha): -155950.8460

Atoms and positions in Å:
C1 -0.06383 0.02633 -0.49603
O1 -1.03493 0.23666 -1.51773
B1 -1.97022 1.24827 -1.18666
O2 -3.27153 0.79623 -0.98369
P1 -1.52376 3.19835 -0.99887
B2 0.01896 3.05308 -2.24637
O3 1.33642 2.80316 -1.82584
O4 -0.15751 3.18721 -3.63512
H1 0.62112 0.87523 -0.44615
H2 0.50480 -0.87536 -0.72728
H3 -0.53966 -0.07882 0.48225
H4 -3.66754 0.39580 -1.76525
H5 -2.45237 3.51447 -2.13728
H6 -2.66818 3.35681 -0.05318
H7 -0.60438 2.89912 0.17053
H8 -1.20814 4.68586 -0.81831
H9 1.72573 3.55206 -1.36415
H10 -0.35631 2.28669 -3.91894
C2 -2.55723 0.02154 -4.65666
Br1 -2.86834 1.91138 -4.65484
Br2 -4.05750 -0.96618 -3.94037
Br3 -2.08322 -0.65691 -6.40712
H11 -1.71399 -0.16858 -4.00147
C3 3.50833 0.36392 2.48849
Br4 2.37713 1.89716 2.23501
Br5 4.87602 0.68127 3.80531
Br6 2.48858 -1.20993 2.90707
H12 4.00901 0.17569 1.54926
C4 -1.22574 -2.79045 4.31813
Br7 -0.93953 -1.49897 2.94232
Br8 0.13978 -4.15407 4.33821
Br9 -1.41566 -1.94475 6.03603
H13 -2.16427 -3.28332 4.10292
C5 -5.33588 -0.78277 2.52494
Br10 -4.34452 -1.96136 1.37830
Br11 -6.77161 -1.71969 3.41352
Br12 -4.20028 0.08804 3.80604
H14 -5.78512 -0.02350 1.90012
C6 -3.70218 -3.54395 8.62354
Br13 -3.22051 -1.90285 9.50559
Br14 -4.35220 -4.84831 9.88479
Br15 -4.94476 -3.24019 7.19814
H15 -2.79924 -3.94419 8.18354
C7 -5.74258 -1.20778 -7.35009
Br16 -5.90022 0.70290 -7.43785
Br17 -7.28717 -2.00736 -6.53189
Br18 -5.38111 -1.96950 -9.07717
H16 -4.89570 -1.43080 -6.71582
C8 -2.48201 -4.19910 -5.22371
Br19 -4.23002 -4.37517 -5.99872
Br20 -2.37116 -5.12063 -3.54191
Br21 -1.09540 -4.74095 -6.43662
H17 -2.33323 -3.14726 -5.02256
C9 -6.59565 3.16841 5.21584
Br22 -6.79636 3.45063 3.32428
Br23 -7.45253 1.54092 5.78551
Br24 -4.74864 3.21669 5.73279
H18 -7.09414 3.98304 5.71960
C10 3.75371 4.14189 -5.39898
Br25 5.15030 2.80585 -5.40502
Br26 2.47361 3.81259 -4.00139
Br27 4.50670 5.92362 -5.32637
H19 3.23684 4.06234 -6.34430
C11 -5.03342 -7.59776 -2.18329
Br28 -4.41931 -8.52864 -0.61619
Br29 -5.85774 -8.79336 -3.44430
Br30 -6.19440 -6.13703 -1.73266
H20 -4.16471 -7.17638 -2.66829
C12 5.94590 -3.38937 5.59156
Br31 4.32221 -3.79733 4.65419
Br32 7.41924 -3.13446 4.37668
Br33 5.73772 -1.88223 6.76813
H21 6.18464 -4.23913 6.21356
C13 -2.91293 -3.15389 13.04159
Br34 -2.30925 -1.35774 13.36404
Br35 -1.51069 -4.43688 13.32705
Br36 -4.48053 -3.57380 14.07174
H22 -3.19187 -3.21306 11.99890
C14 -0.63383 4.65965 5.53709
Br37 -0.15451 3.40378 6.91875
Br38 -1.27405 3.77358 3.96473
Br39 -1.88887 5.96942 6.18827
H23 0.26619 5.19187 5.26634
C15 -8.68186 -5.85909 -8.13335
Br40 -9.14948 -5.98373 -9.99436
Br41 -9.44980 -7.29331 -7.10771
Br42 -6.78144 -5.75256 -7.88720
H24 -9.10366 -4.93668 -7.75988
C16 7.98492 2.70467 1.80645
Br43 8.62080 1.78215 3.36936
Br44 7.31097 1.48265 0.48483
Br45 6.69268 4.05521 2.23958
H25 8.84018 3.20338 1.37467
C17 8.61191 0.21272 -4.83870
Br46 9.88522 -1.22407 -4.69850
Br47 8.06759 0.84802 -3.11092
Br48 9.27260 1.64386 -5.93879
H26 7.73397 -0.18567 -5.32655
C18 11.97844 4.20457 -0.38822
Br49 13.58783 4.01731 0.64886
Br50 11.33398 2.50863 -1.01944
Br51 10.62308 5.17064 0.57876
H27 12.22717 4.79410 -1.25847
C19 9.02087 -4.39030 7.96949
Br52 8.78824 -3.62787 9.71663
Br53 10.86701 -4.75973 7.58889
Br54 7.92490 -5.95701 7.73094
H28 8.68674 -3.65410 7.25000
C20 5.95179 9.64383 -4.63841
Br55 6.57699 11.45703 -4.45807
Br56 7.33880 8.37628 -4.23285
Br57 4.37476 9.32952 -3.59075
H29 5.68256 9.50286 -5.67519
C21 -8.49837 1.14783 -10.19027
Br58 -8.73901 3.04832 -10.34730
Br59 -10.00513 0.30864 -9.34201
Br60 -8.10107 0.33921 -11.88899
H30 -7.64496 0.98499 -9.54879

Force components x, y, z for each atom (eV/Å):
C 0.397 0.341 -0.242
O -0.278 -0.152 -0.180
B -0.178 -0.209 0.278
O -0.142 0.467 -0.395
P -0.096 0.270 0.572
B -0.407 0.150 0.501
O 0.005 0.420 -0.329
O -0.008 -0.603 0.459
H 0.020 -0.041 0.072
H -0.118 -0.053 0.000
H -0.028 -0.113 0.014
H 0.023 -0.408 0.211
H -0.006 0.031 -0.070
H 0.067 -0.002 -0.055
H 0.162 -0.010 0.095
H 0.012 0.081 -0.104
H -0.131 -0.245 0.577
H -0.157 0.119 -0.482
C 0.059 0.139 -0.005
Br -0.146 -0.291 0.052
Br -0.042 -0.066 -0.093
Br -0.009 -0.023 -0.037
H -0.053 -0.048 0.079
C 0.028 0.049 -0.083
Br -0.051 -0.067 -0.011
Br 0.051 0.003 0.008
Br 0.087 0.160 -0.095
H 0.031 0.027 0.007
C -0.211 0.049 -0.069
Br -0.021 -0.040 -0.067
Br 0.025 0.026 0.017
Br 0.062 -0.010 0.123
H 0.007 -0.044 0.038
C 0.080 -0.027 0.058
Br -0.045 -0.035 -0.043
Br -0.050 -0.027 -0.010
Br -0.114 0.015 -0.057
H 0.035 0.042 0.018
C 0.058 -0.016 -0.090
Br 0.014 0.038 0.009
Br -0.006 0.001 0.021
Br -0.075 0.018 -0.040
H 0.015 0.013 0.007
C 0.004 -0.080 -0.037
Br 0.035 0.074 0.060
Br -0.047 0.015 0.035
Br -0.024 0.013 -0.018
H 0.028 -0.011 0.026
C 0.005 0.064 -0.015
Br -0.032 0.009 0.002
Br 0.069 -0.004 0.078
Br -0.022 -0.025 -0.003
H -0.003 0.000 0.026
C 0.017 -0.035 -0.031
Br 0.010 -0.036 -0.011
Br -0.013 -0.013 0.007
Br 0.039 0.088 0.088
H -0.006 0.007 -0.008
C -0.168 0.152 0.163
Br 0.084 0.004 -0.032
Br 1.052 0.065 -0.851
Br 0.018 -0.055 0.004
H 0.073 -0.002 -0.046
C -0.002 0.026 -0.040
Br 0.000 -0.003 0.003
Br -0.003 -0.007 -0.009
Br 0.005 0.026 0.008
H -0.005 -0.003 -0.020
C -0.062 -0.019 -0.008
Br 0.080 -0.054 0.080
Br 0.032 -0.002 0.052
Br 0.030 -0.004 0.033
H 0.026 -0.051 -0.017
C 0.002 0.017 -0.023
Br -0.005 -0.012 0.004
Br 0.001 -0.004 -0.001
Br -0.003 -0.005 0.003
H -0.006 0.002 0.000
C 0.015 -0.060 -0.087
Br -0.010 -0.009 0.019
Br -0.002 -0.007 -0.083
Br -0.003 0.004 0.018
H 0.010 0.008 0.026
C -0.003 0.081 0.034
Br -0.002 -0.007 -0.006
Br -0.001 -0.008 -0.002
Br 0.022 -0.088 -0.053
H -0.001 0.007 -0.007
C 0.032 0.013 -0.004
Br -0.001 -0.024 0.035
Br -0.049 -0.077 -0.014
Br -0.001 0.010 0.015
H -0.011 -0.015 -0.048
C -0.063 -0.002 0.001
Br 0.015 0.004 -0.002
Br 0.036 0.044 0.045
Br 0.009 0.007 -0.004
H 0.004 -0.010 -0.007
C 0.030 -0.022 -0.054
Br -0.015 -0.004 0.011
Br -0.076 0.002 0.041
Br 0.003 0.024 0.001
H -0.005 0.020 0.007
C -0.034 0.074 -0.043
Br 0.002 -0.010 0.002
Br 0.000 -0.007 0.002
Br -0.002 0.011 -0.008
H -0.001 -0.004 -0.012
C -0.034 -0.010 -0.001
Br 0.006 0.008 -0.004
Br 0.012 0.003 0.008
Br 0.015 0.029 0.018
H 0.009 0.004 -0.007
C -0.007 -0.034 -0.011
Br 0.000 0.002 0.003
Br -0.002 -0.007 0.005
Br -0.003 -0.001 -0.003
H 0.036 -0.014 0.005